1.
{
  "formula": "C4H11N3",
  "method": "the ωB97M-V functional and the def2-TZVPD basis",
  "total_charge": 0,
  "species": ["H", "N", "C", "N", "N", "C", "C", "C", "H", "H", "H", "H", "H", "H", "H", "H", "H", "H"],
  "positions_angstrom": [[1.57, -0.51, -3.68], [1.85, -0.50, -2.68], [0.85, -0.11, -1.96], [-0.07, 0.91, -2.44], [0.32, -0.74, -0.84], [0.06, 0.01, 0.38], [-0.55, -0.61, 1.62], [-0.86, 0.48, 2.63], [-0.94, 0.59, -2.05], [0.32, 0.88, -3.38], [0.85, -1.60, -0.65], [-0.55, 0.87, 0.06], [1.02, 0.34, 0.78], [-1.45, -1.18, 1.36], [0.20, -1.25, 2.15], [-0.92, 1.47, 2.19], [0.06, 0.63, 3.25], [-1.74, 0.32, 3.26]],
  "nbo_charge": [0.34, -0.80, 0.61, -0.87, -0.64, -0.21, -0.41, -0.61, 0.39, 0.40, 0.39, 0.19, 0.18, 0.20, 0.20, 0.21, 0.21, 0.22]
}

=====

2.
{
  "formula": "C21H62Ba2O19",
  "method": "the ωB97M-V functional and the def2-TZVPD basis",
  "total_charge": 2,
  "species": ["Ba", "Ba", "C", "C", "C", "O", "C", "C", "C", "O", "O", "O", "H", "H", "C", "O", "H", "H", "H", "H", "C", "O", "H", "H", "H", "H", "C", "O", "H", "H", "H", "H", "C", "O", "H", "H", "H", "H", "C", "O", "H", "H", "H", "H", "C", "O", "H", "H", "H", "H", "C", "O", "H", "H", "H", "H", "C", "O", "H", "H", "H", "H", "C", "O", "H", "H", "H", "H", "C", "O", "H", "H", "H", "H", "C", "O", "H", "H", "H", "H", "C", "O", "H", "H", "H", "H", "C", "O", "H", "H", "H", "H", "C", "O", "H", "H", "H", "H", "C", "O", "H", "H", "H", "H"],
  "positions_angstrom": [[-13.99, 9.19, 17.53], [-22.77, 8.64, 21.35], [-18.00, 9.76, 20.53], [-19.36, 9.33, 20.54], [-19.78, 8.14, 19.59], [-20.94, 7.71, 19.68], [-18.77, 7.57, 18.77], [-17.51, 8.14, 18.71], [-17.10, 9.25, 19.62], [-15.88, 9.67, 19.70], [-16.75, 7.74, 17.75], [-20.18, 9.79, 21.35], [-17.71, 10.56, 21.18], [-19.12, 6.91, 18.00], [-17.59, 5.48, 21.49], [-17.21, 4.15, 21.77], [-18.62, 5.70, 21.77], [-16.93, 6.15, 22.06], [-17.51, 5.69, 20.42], [-16.26, 4.06, 21.77], [-16.77, 3.93, 17.74], [-17.60, 4.85, 17.09], [-15.76, 3.95, 17.31], [-16.69, 4.12, 18.82], [-17.10, 2.89, 17.62], [-17.62, 5.75, 17.44], [-18.93, 10.73, 16.82], [-18.64, 10.98, 15.45], [-18.01, 10.75, 17.40], [-19.65, 11.46, 17.20], [-19.38, 9.74, 16.98], [-19.42, 10.68, 14.98], [-18.72, 12.46, 23.40], [-19.72, 12.31, 22.37], [-17.85, 11.86, 23.13], [-18.51, 13.52, 23.53], [-19.19, 12.18, 24.35], [-19.74, 11.36, 22.09], [-22.77, 9.37, 17.44], [-23.27, 9.64, 18.78], [-21.87, 8.77, 17.53], [-23.56, 8.78, 16.97], [-22.67, 10.28, 16.85], [-24.07, 10.17, 18.64], [-21.76, 6.71, 15.18], [-21.66, 5.35, 14.87], [-21.47, 6.99, 16.20], [-21.11, 7.30, 14.52], [-22.77, 7.04, 14.96], [-20.82, 4.97, 15.14], [-17.83, 13.19, 19.74], [-17.34, 14.25, 18.90], [-18.09, 13.59, 20.72], [-18.77, 12.76, 19.40], [-17.09, 12.39, 19.69], [-16.64, 14.65, 19.43], [-20.93, 6.11, 23.68], [-20.79, 7.27, 22.85], [-20.03, 5.50, 23.64], [-21.12, 6.38, 24.72], [-21.80, 5.52, 23.38], [-19.96, 7.71, 23.11], [-18.05, 7.10, 14.31], [-17.15, 8.02, 14.89], [-18.54, 7.52, 13.43], [-17.57, 6.15, 14.02], [-18.87, 6.88, 15.00], [-16.94, 7.68, 15.77], [-24.58, 6.20, 18.97], [-23.53, 6.27, 19.94], [-25.18, 7.10, 19.05], [-24.15, 6.16, 17.96], [-25.15, 5.29, 19.11], [-22.94, 5.50, 19.84], [-14.43, 12.62, 18.55], [-13.28, 11.79, 18.30], [-15.38, 12.15, 18.32], [-14.38, 13.03, 19.56], [-14.43, 13.49, 17.90], [-12.51, 12.36, 18.41], [-22.13, 12.35, 20.26], [-22.75, 11.44, 21.19], [-21.79, 13.24, 20.78], [-21.21, 11.89, 19.90], [-22.84, 12.56, 19.46], [-23.53, 11.83, 21.59], [-17.93, 9.00, 24.41], [-18.01, 8.28, 23.17], [-18.01, 8.30, 25.24], [-16.98, 9.53, 24.48], [-18.75, 9.72, 24.47], [-17.69, 8.81, 22.44], [-20.15, 4.10, 19.58], [-21.16, 4.93, 18.97], [-19.20, 4.20, 19.05], [-20.04, 4.37, 20.63], [-20.47, 3.07, 19.55], [-20.82, 5.83, 19.06], [-14.90, 11.93, 22.31], [-15.46, 10.63, 22.40], [-14.59, 12.14, 23.33], [-14.07, 11.93, 21.60], [-15.59, 12.74, 22.01], [-15.67, 10.25, 21.53]],
  "mulliken_charge": [1.85, 1.89, -1.00, 1.60, 0.05, -0.78, -0.10, 0.78, 1.10, -0.99, -1.10, -1.38, 0.10, 0.52, 0.35, -0.56, -0.45, 0.53, -0.25, 0.33, -0.64, -0.51, 0.26, 0.16, 0.28, 0.12, 0.73, -0.55, -0.57, 0.30, -0.19, 0.34, -0.48, -0.50, 0.05, 0.27, 0.31, 0.26, -0.55, -0.27, -0.09, 0.37, 0.42, 0.18, -0.21, -0.56, -0.17, 0.30, 0.34, 0.34, 0.54, -0.57, 0.29, -0.23, -0.39, 0.34, -0.92, 0.01, 0.28, 0.29, 0.35, 0.05, -0.30, -0.52, 0.35, 0.30, -0.18, 0.39, -0.59, -0.30, 0.24, 0.17, 0.31, 0.22, -0.25, -0.54, 0.01, 0.14, 0.44, 0.26, -0.44, -0.32, 0.31, -0.05, 0.38, 0.22, -0.74, -0.47, 0.33, 0.27, 0.21, 0.26, -0.12, -0.64, -0.06, 0.08, 0.44, 0.09, -0.63, -0.49, 0.34, 0.20, 0.21, 0.14]
}

=====

3.
{
  "formula": "C47H43InN6O4P2STe2",
  "method": "the ωB97M-V functional and the def2-TZVPD basis",
  "total_charge": 0,
  "species": ["In", "Te", "C", "C", "C", "N", "C", "C", "C", "P", "C", "C", "C", "C", "C", "C", "C", "C", "C", "C", "C", "C", "P", "C", "C", "C", "C", "C", "C", "C", "C", "C", "C", "C", "C", "H", "H", "H", "H", "H", "H", "H", "H", "H", "H", "H", "H", "H", "H", "H", "H", "H", "H", "H", "H", "H", "H", "H", "H", "O", "C", "C", "C", "C", "C", "C", "C", "O", "N", "O", "O", "H", "H", "H", "H", "C", "N", "C", "N", "C", "N", "C", "N", "C", "C", "H", "H", "H", "H", "H", "H", "H", "H", "H", "H", "H", "H", "Te", "C", "C", "C", "C", "S", "H", "H", "H"],
  "positions_angstrom": [[1.12, -0.59, -0.87], [-0.73, 2.70, 4.81], [0.42, 1.71, 6.27], [-0.10, 1.43, 7.53], [0.69, 0.74, 8.44], [1.93, 0.33, 8.19], [2.42, 0.62, 6.98], [1.72, 1.30, 6.00], [0.07, 1.57, 3.21], [-0.59, 0.06, 2.83], [-1.61, -0.56, 4.19], [-2.93, -0.19, 4.41], [-3.61, -0.64, 5.53], [-2.96, -1.43, 6.46], [-1.63, -1.77, 6.28], [-0.95, -1.34, 5.15], [0.67, -1.19, 2.54], [2.00, -0.91, 2.79], [2.97, -1.89, 2.58], [2.59, -3.15, 2.15], [1.25, -3.45, 1.93], [0.29, -2.47, 2.13], [0.83, 2.42, 1.81], [-0.29, 3.83, 1.47], [0.16, 4.83, 0.61], [-0.67, 5.87, 0.23], [-1.97, 5.94, 0.70], [-2.44, 4.95, 1.55], [-1.60, 3.90, 1.93], [2.25, 3.25, 2.61], [3.45, 2.53, 2.62], [4.57, 3.02, 3.27], [4.52, 4.26, 3.90], [3.34, 4.99, 3.87], [2.22, 4.49, 3.24], [-1.12, 1.71, 7.79], [0.30, 0.50, 9.42], [3.43, 0.29, 6.80], [2.18, 1.51, 5.04], [-3.44, 0.47, 3.72], [-4.64, -0.35, 5.68], [-3.49, -1.78, 7.34], [-1.11, -2.36, 7.02], [0.09, -1.60, 5.02], [2.27, 0.07, 3.14], [4.01, -1.66, 2.76], [3.35, -3.91, 2.00], [0.96, -4.44, 1.61], [-0.75, -2.70, 1.96], [1.17, 4.78, 0.22], [-0.30, 6.63, -0.45], [-2.62, 6.75, 0.41], [-3.46, 4.98, 1.92], [-1.99, 3.13, 2.58], [3.50, 1.58, 2.10], [5.49, 2.45, 3.27], [5.40, 4.65, 4.39], [3.30, 5.96, 4.36], [1.30, 5.07, 3.24], [-0.49, 1.40, -0.87], [-1.65, 1.75, -0.80], [-2.75, 1.01, -0.14], [-4.03, 1.30, -0.59], [-5.11, 0.58, -0.11], [-4.94, -0.45, 0.81], [-3.67, -0.70, 1.30], [-2.59, 0.06, 0.87], [-1.34, -0.16, 1.35], [-6.46, 0.90, -0.59], [-7.37, 0.22, -0.17], [-6.57, 1.83, -1.37], [-1.96, 2.68, -1.30], [-4.19, 2.06, -1.34], [-5.80, -1.02, 1.14], [-3.51, -1.49, 2.02], [0.09, -2.76, -3.15], [-0.61, -3.57, -4.14], [-1.44, -2.68, -4.96], [-2.41, -1.94, -4.15], [-1.68, -1.15, -3.17], [-0.84, -2.00, -2.29], [-1.73, -2.97, -1.63], [-2.47, -3.79, -2.58], [-1.50, -4.49, -3.43], [-3.25, -2.90, -3.44], [0.73, -2.04, -3.66], [0.70, -3.41, -2.51], [-1.97, -3.27, -5.70], [-0.79, -1.97, -5.48], [-2.39, -0.61, -2.54], [-1.03, -0.43, -3.67], [-2.44, -2.43, -1.00], [-1.12, -3.62, -0.99], [-2.04, -5.09, -4.15], [-0.89, -5.15, -2.80], [-3.98, -2.36, -2.82], [-3.79, -3.50, -4.17], [1.47, 1.03, -3.48], [1.74, -0.18, -5.18], [2.62, -1.21, -5.42], [2.46, -1.80, -6.70], [1.47, -1.22, -7.43], [0.73, 0.05, -6.55], [3.37, -1.52, -4.70], [3.07, -2.62, -7.07], [1.15, -1.46, -8.43]],
  "mulliken_charge": [0.88, 0.58, 0.14, -0.48, -0.39, -0.65, -0.53, 0.24, -1.45, 1.80, 0.01, 0.08, -0.88, -0.65, -0.84, -0.37, -0.29, -0.09, -0.64, -0.76, -0.53, -0.48, 0.47, 0.99, -0.92, -0.70, -0.58, -0.83, -0.07, 0.48, -0.43, -0.67, -0.57, -0.69, -0.47, 0.39, 0.38, 0.40, 0.27, 0.50, 0.45, 0.42, 0.47, 0.45, 0.07, 0.49, 0.40, 0.46, 0.33, 0.50, 0.42, 0.41, 0.46, 0.03, 0.52, 0.44, 0.40, 0.42, 0.36, 0.11, -0.48, 1.31, -0.43, -0.99, -0.71, -0.13, -1.04, 0.66, 1.04, -0.63, -0.62, 0.30, 0.62, 0.60, 0.80, -0.36, 0.11, -0.13, 0.11, -0.19, 0.84, -0.74, 0.15, -0.75, -0.71, -0.32, 0.42, 0.41, -0.33, -0.11, -0.16, 0.13, 0.19, 0.34, 0.35, 0.31, 0.36, -0.19, 0.04, -0.41, -0.36, -0.56, -0.26, 0.44, 0.37, 0.41]
}

=====

4.
{
  "formula": "C4H6N2O",
  "method": "the ωB97M-V functional and the def2-TZVPD basis",
  "total_charge": 0,
  "species": ["C", "C", "N", "C", "C", "O", "N", "H", "H", "H", "H", "H", "H"],
  "positions_angstrom": [[2.27, -0.02, -0.32], [1.37, -1.04, -0.86], [0.65, -1.84, -1.28], [-0.93, 0.77, -0.57], [-1.61, 0.54, 0.65], [-2.91, 0.42, 0.96], [-0.62, 0.22, 1.41], [3.26, -0.45, -0.13], [1.84, 0.36, 0.60], [2.36, 0.80, -1.03], [-1.26, 0.02, -1.31], [-3.45, 0.55, 0.17], [-0.90, -0.52, 2.07]],
  "nbo_charge": [-0.73, 0.32, -0.37, -0.12, 0.39, -0.66, -0.63, 0.25, 0.28, 0.26, 0.16, 0.49, 0.36]
}

=====

5.
{
  "formula": "C4H7N2O",
  "method": "the ωB97M-V functional and the def2-TZVPD basis",
  "total_charge": 1,
  "species": ["C", "C", "C", "C", "N", "N", "O", "H", "H", "H", "H", "H", "H", "H"],
  "positions_angstrom": [[-2.32, -0.98, 1.72], [-0.09, -1.28, 0.90], [1.68, 0.12, -0.63], [1.70, 1.21, -1.58], [-1.28, -1.50, 1.47], [-3.59, -0.81, 1.91], [0.43, -0.25, -0.02], [0.60, -2.14, 1.25], [2.56, -0.55, -0.40], [2.46, 1.09, -2.40], [2.13, 2.14, -1.12], [0.74, 1.41, -1.92], [-4.17, -1.04, 1.16], [-3.87, -0.22, 2.62]],
  "nbo_charge": [0.61, 0.23, 0.32, -0.73, -0.35, -0.70, -0.45, 0.20, 0.21, 0.28, 0.27, 0.26, 0.43, 0.43]
}

=====

Asked for relative energy (zero: lowest compared OMol25 entry of this formula, charge and spin) across the records above, the calculation gives 220.9; 0.0; 59.3; 493.4; 586.5 kJ/mol in order.